(1)
Computed, not measured: C4H9N6O as an isolated structure in a non-equilibrium geometry, with ωB97M-V/def2-TZVPD.

The geometry in XYZ format:
```
20
Properties=species:S:1:pos:R:3:nbo_charge:R:1
C 2.28 -1.64 0.44 -0.62
C -2.34 1.29 1.00 -0.45
C 1.61 -0.54 -0.42 -0.50
C 0.30 -0.17 0.20 0.11
N -0.98 2.22 -2.10 0.00
N -1.84 2.39 -1.17 0.08
N -0.14 1.23 -1.71 0.05
N -0.72 -1.79 -0.07 0.10
N -1.66 1.47 -0.23 0.05
N -0.44 0.83 -0.56 0.05
O -0.10 -2.53 -0.66 -0.15
H 2.83 -2.40 -0.18 0.25
H 1.57 -2.25 0.85 0.21
H 2.88 -1.28 1.28 0.23
H -3.10 0.51 0.89 0.27
H -1.56 0.96 1.75 0.24
H -2.81 2.23 1.30 0.28
H 2.40 0.33 -0.43 0.28
H 1.48 -0.89 -1.44 0.26
H 0.32 0.01 1.26 0.24
```

Output
**E_HOMO (alpha / beta)**: -12.5 / -16.4 eV
**HOMO-LUMO gap (alpha / beta)**: 6.975 / 9.632 eV
**Electronic energy**: -15267.032 eV
**Charge**: +1
**Max |F|**: 3.501 eV Å⁻¹
**Multiplicity**: 3
**M**: 157.16 g/mol

(2)
Computed, not measured: a 2-piece molecular cluster, C4H9N8O overall in a non-equilibrium geometry, with ωB97M-V/def2-TZVPD.

The geometry in XYZ format:
```
22
Properties=species:S:1:pos:R:3:nbo_charge:R:1
C -0.49 0.37 2.36 0.76
C 1.34 -0.06 -1.22 0.54
C -2.63 1.44 2.27 0.66
C 2.32 -1.53 -2.77 0.66
N 0.46 -0.28 2.69 -0.60
N 0.66 0.34 -0.32 0.00
N -1.70 0.56 2.65 -0.58
N -3.74 1.43 2.96 -0.76
N -2.47 2.31 1.31 -0.78
N 3.28 -1.43 -3.64 -0.74
N 1.66 -2.68 -2.74 -0.77
N 2.26 -0.56 -1.92 -0.64
O -0.04 1.12 0.40 -0.57
H -4.10 0.59 3.49 0.45
H -4.32 2.27 2.97 0.41
H -1.44 2.33 0.93 0.46
H -3.02 3.21 1.08 0.44
H 3.60 -2.31 -4.11 0.41
H 3.86 -0.60 -3.41 0.44
H 1.98 -3.46 -3.27 0.41
H 1.27 -2.83 -1.82 0.41
H 1.26 -0.25 2.13 0.40
```

Output
**E_HOMO**: -11.9 eV
**HOMO-LUMO gap**: 9.433 eV
**Electronic energy**: -18252.667 eV
**Charge**: +1
**Max |F|**: 4.849 eV Å⁻¹
**M**: 185.17 g/mol

(3)
Computed, not measured: the molecule C4H9NO in a non-equilibrium geometry, with ωB97M-V/def2-TZVPD.

The geometry in XYZ format:
```
15
Properties=species:S:1:pos:R:3:nbo_charge:R:1
C -0.80 -1.73 -0.30 -0.63
C 0.49 -0.89 -0.24 -0.06
C 1.23 -1.43 0.97 -0.61
N 0.00 0.44 0.25 -0.65
C -0.07 1.63 -0.53 0.53
O -0.85 2.51 -0.29 -0.58
H -1.36 -1.59 0.65 0.21
H -0.50 -2.71 -0.73 0.22
H -1.51 -1.45 -1.07 0.21
H 0.95 -0.81 -1.24 0.22
H 0.50 -1.26 1.78 0.21
H 1.52 -2.49 0.95 0.21
H 2.05 -0.81 1.37 0.22
H -0.86 0.39 0.80 0.38
H 0.82 1.81 -1.15 0.11
```

Output
**E_HOMO**: -9.6 eV
**HOMO-LUMO gap**: 10.590 eV
**Electronic energy**: -7830.838 eV
**Charge**: 0
**Max |F|**: 3.019 eV Å⁻¹
**M**: 87.12 g/mol
**Energy relative to the best compared isomer or geometry (same formula, charge and spin)**: 34.16 kcal/mol